Computed, not measured: a molecular structure, C46H84AgBO50, with the ωB97M-V functional and the def2-TZVPD basis.

The geometry in XYZ format:
```
182
Properties=species:S:1:pos:R:3:forces:R:3:mulliken_spin:R:1
Ag -16.252552 -4.881205 -2.775508 0.7 -0.8 0.6 0.027
O -13.594811 -1.465246 -3.979941 1.1 1.4 0.3 0.000
O -9.490029 -4.002796 3.455308 0.5 0.2 -1.6 0.000
O -10.298955 -8.195001 4.475629 -1.6 -1.4 -0.5 0.000
O -12.612478 -7.632885 1.024670 -0.5 -0.4 0.0 0.024
O -12.149763 -2.600316 -2.771957 -1.9 2.5 -2.2 -0.002
O -8.690187 -1.833055 0.370310 1.6 -2.0 -2.8 0.000
O -7.748464 -3.617150 -0.923046 -0.6 1.9 -0.2 0.000
O -8.457227 -7.269292 -0.735684 -4.2 -0.6 0.5 -0.001
O -17.748237 -0.718203 -1.567261 2.7 -1.4 2.0 0.000
O -11.161807 -4.371802 -6.564104 1.4 1.7 -1.5 0.000
O -4.123792 -6.376211 -5.469325 2.2 -0.3 -0.7 0.000
O -9.864886 -9.412177 -2.176557 -0.1 -0.5 0.1 0.001
O -18.419097 -5.465787 -1.325814 -1.7 -0.1 1.2 -0.005
O -2.208251 -7.556742 -2.486996 -4.8 -0.5 0.1 0.000
O -11.685259 -8.676653 -0.985244 1.6 -1.0 -1.3 0.039
O -11.483208 -11.239916 0.719903 1.1 0.1 -0.9 0.001
O -14.196805 -3.530158 -3.322415 1.6 1.5 0.5 -0.004
O -14.237881 -12.308004 -2.342589 -1.1 -3.5 -2.6 0.000
O -11.023053 -13.459464 0.963646 0.4 1.0 -0.3 0.000
O -17.035141 -2.923084 -1.778184 -0.4 2.2 0.4 0.002
O -16.241848 -7.219357 -3.606572 -0.3 -0.7 0.4 -0.006
O -5.704987 -6.739148 -4.104778 0.7 0.0 -2.1 0.000
O -6.075597 -5.230375 -5.824483 1.7 -1.3 1.1 0.000
O -2.130559 -6.953466 -0.303729 -1.0 0.0 -1.4 0.000
O -10.685330 -6.752974 -0.084639 2.9 -1.3 -1.6 0.013
O -16.809848 -9.091619 -2.377882 -0.1 -0.2 -1.0 -0.006
O -10.610263 -5.866855 -5.179588 1.5 -0.7 1.5 -0.001
O -9.321630 -8.828424 -8.330522 0.7 1.1 0.8 0.000
O -14.958437 -5.716081 -0.712790 -4.3 3.2 -2.2 0.066
O -6.600958 -7.244880 2.956447 0.6 -2.4 -0.5 0.000
O -19.266253 -5.915690 0.761397 -2.8 1.9 -3.9 -0.001
O -14.749087 -7.089951 1.910100 -0.3 -0.4 0.9 0.188
O -4.065393 -7.700339 -1.330219 1.1 0.8 -0.1 0.000
O -12.821406 -13.609274 -3.710040 -2.6 1.1 1.3 0.000
O -17.648042 -8.815185 -4.324296 0.1 0.2 -1.1 -0.001
O -9.473208 -2.136662 4.478485 0.7 0.2 -0.7 0.000
O -20.591365 -4.941945 -0.733399 0.8 -1.0 0.7 0.000
O -9.813071 -12.077307 -0.371574 -0.9 1.3 0.6 0.000
O -12.690112 -5.922985 -6.011330 1.5 0.2 -0.6 0.000
O -16.072486 -1.435951 -0.313331 -2.4 1.2 -2.4 0.000
O -10.698339 -10.372128 4.876674 -1.8 -1.5 -0.5 0.000
O -8.776108 -6.770983 -7.355355 -0.1 -1.6 -0.7 0.000
O -10.023924 -4.015873 5.647732 0.9 1.1 -1.2 0.000
O -8.968655 -8.608791 -6.086443 0.1 1.8 -0.4 0.000
O -12.387027 -9.154368 4.442453 -0.5 -0.5 -0.3 0.001
O -4.763502 -8.523110 3.066394 -0.7 -0.1 -0.6 0.000
O -15.045180 -14.058912 -3.457188 0.1 0.6 0.8 0.000
O -12.978227 -6.605369 -1.029353 4.1 -0.8 -3.0 0.060
O -8.536886 -1.836426 -1.906640 1.5 -1.4 -0.6 0.000
O -6.704804 -9.535652 2.449532 1.2 0.9 0.6 0.000
C -9.014825 -8.142847 -7.374541 -1.0 -0.5 0.3 0.000
C -16.833177 -8.274799 -3.429645 0.5 0.3 0.4 0.009
C -10.840070 -6.941069 -4.226108 0.0 -0.8 -0.7 -0.011
C -18.030583 -6.225260 1.280381 0.8 -1.7 2.1 0.000
C -15.832023 -8.904574 -1.348284 0.3 1.3 0.2 0.010
C -12.097448 -3.650099 -7.396044 -0.3 -1.0 1.4 0.000
C -16.961196 -1.803374 -1.285986 0.8 -0.1 1.0 0.000
C -2.757504 -7.311494 -1.290899 0.1 -0.8 1.5 0.000
C -9.182128 -9.968191 -5.658452 0.6 -0.4 -1.3 0.000
C -5.348903 -6.011654 -5.205478 -3.1 0.6 0.1 0.000
C -10.026033 -1.291528 5.445101 -0.4 0.2 0.7 0.000
C -20.842740 -4.401956 -2.015349 0.3 0.8 -0.6 0.000
C -9.697830 -7.503148 -0.676568 1.6 1.8 0.7 -0.003
C -9.713540 -5.392132 3.162040 0.5 -0.8 0.9 -0.001
C -4.890396 -7.331324 -0.208103 -0.2 0.2 0.4 0.000
C -9.140397 -0.596145 -2.103723 -1.3 0.9 1.3 0.000
C -15.197444 -2.397946 0.182368 0.4 -1.6 0.5 0.000
C -8.316662 -2.377064 -0.689518 -1.2 0.5 1.6 0.000
C -7.356552 -4.420854 0.203852 -1.1 0.5 0.7 0.000
C -13.931340 -13.330217 -3.232357 2.0 -0.2 0.2 0.000
C -14.585967 -1.287390 -5.000994 -0.3 -0.8 0.8 0.000
C -19.334904 -5.462173 -0.506687 0.7 0.1 -0.5 0.004
C -4.146724 -9.824993 3.043561 -0.3 -0.1 0.6 0.000
C -9.639252 -3.442359 4.626363 -2.0 -2.1 1.5 0.000
C -8.629334 -6.061178 -8.623790 1.0 -0.3 -0.1 0.000
C -11.536933 -5.479742 -5.982766 -4.0 -0.4 1.3 0.001
C -18.744708 -0.886302 -2.508832 -0.8 0.9 -0.1 0.000
C -13.921792 -7.087523 1.000691 0.6 1.7 -3.5 0.293
C -11.086370 -9.145168 4.510485 2.5 1.7 1.7 0.000
C -14.024339 -6.358484 -0.342584 0.7 -3.5 6.5 0.391
C -15.005691 -15.220398 -4.260788 0.3 -0.9 -0.9 0.000
C -0.946170 -7.237090 -2.753249 3.2 0.4 -0.1 0.000
C -12.410568 -11.194468 1.771698 -0.9 -0.2 1.2 0.001
C -8.101169 -9.528204 2.148691 -0.7 1.4 -1.0 -0.001
C -3.371988 -5.968454 -6.649515 -1.3 -0.5 0.1 0.000
C -13.383060 -2.596422 -3.309948 -1.0 -2.2 -1.0 0.003
C -9.380795 -10.715289 5.165822 1.4 1.1 -0.2 0.000
C -10.388421 -8.715949 -1.357607 -1.3 1.1 0.4 -0.014
C -10.780124 -12.359347 0.500197 -1.1 -0.8 0.4 0.001
C -13.083834 -7.919922 4.362842 -0.4 1.1 0.2 0.014
C -6.872606 -6.455030 -3.369356 -0.1 1.8 1.2 0.000
C -9.077881 -13.124643 -0.916652 0.7 -0.7 -0.4 0.000
C -13.210737 -11.577581 -1.763597 0.6 1.6 0.0 0.002
C -17.741607 -8.163773 -5.623303 -1.1 -0.3 0.4 0.001
C -11.747686 -3.670018 -2.021762 0.1 -2.2 2.0 -0.013
C -6.095260 -8.348089 2.823058 -0.6 0.4 0.1 0.000
B -12.002796 -7.441778 -0.292025 -1.5 1.0 2.0 -0.132
H -19.927663 -3.937884 -2.383277 0.0 -0.1 -0.2 0.000
H -12.981838 -3.554577 -6.766106 -0.4 0.0 -0.4 0.000
H -9.226991 -11.785749 5.302043 -0.7 0.0 0.0 0.000
H -18.257449 -1.062441 -3.467811 -0.8 -0.5 -0.2 0.000
H -9.813584 -0.275037 5.113885 0.1 -0.1 0.1 0.000
H -0.712642 -6.206239 -2.486962 0.2 0.0 0.3 0.000
H -7.247286 -7.333665 -2.844258 0.3 0.0 -0.3 0.000
H -5.102539 -6.262695 -0.174249 0.4 0.1 -0.2 0.000
H -15.123733 -8.156169 -1.703690 0.0 0.0 0.3 0.004
H -11.719852 -6.863353 -3.587313 0.0 0.8 -0.1 0.015
H -6.547604 -3.898193 0.714274 0.0 -0.4 0.2 0.000
H -8.621943 -13.725631 -0.129863 0.0 -0.1 -0.1 0.000
H -12.971525 -10.259914 1.776132 0.7 0.4 -0.4 0.000
H -12.211334 -11.960060 -1.970964 -0.2 -0.3 0.3 0.000
H -9.099724 -10.036666 -4.573733 -0.1 0.6 -0.1 0.000
H -5.872245 -7.790718 -0.322300 0.2 -0.3 -0.3 0.000
H -10.963944 -7.874733 -4.774763 0.0 0.1 -0.1 0.000
H -3.992840 -10.285153 2.067513 -0.5 0.4 -0.3 0.000
H -12.391535 -3.747481 -1.145650 0.1 -0.1 0.2 0.011
H -21.614113 -3.635730 -1.938017 0.1 0.1 0.5 0.000
H -6.489395 -5.713470 -2.668406 -0.4 -0.2 0.9 0.000
H -12.561333 -7.222795 3.707782 -0.3 -0.2 -0.1 -0.011
H -15.455397 -14.996593 -5.228148 0.1 0.1 0.0 0.000
H -14.118622 -8.098548 4.070610 0.5 -0.3 -0.7 0.002
H -10.720562 -3.505735 -1.696004 -0.1 0.1 -0.2 0.003
H -11.712356 -2.645025 -7.568166 0.4 -0.4 -0.2 0.000
H -18.042596 -7.311440 1.370780 0.5 -0.1 0.0 0.000
H -9.110201 -6.003645 3.832975 -0.2 0.0 0.1 0.000
H -13.192474 -7.462954 5.346447 0.6 -0.1 0.3 -0.001
H -14.792331 -0.227328 -5.148611 0.6 0.0 0.2 0.000
H -19.210732 0.098716 -2.482864 -0.1 0.0 -0.6 0.000
H -15.550328 -16.072217 -3.853508 -0.6 0.6 0.7 0.000
H -8.240899 -4.521480 0.833058 0.3 0.3 0.4 0.000
H -9.518506 -0.497682 -3.121281 0.2 -0.4 0.1 0.000
H -14.042396 -15.706580 -4.415020 0.5 0.9 0.0 0.000
H -0.741216 -7.349454 -3.817889 -0.3 -0.1 -0.1 0.000
H -16.835036 -8.097751 -6.224853 0.2 -0.2 0.6 0.000
H -13.263705 -10.582908 -2.206233 0.3 0.2 0.1 0.000
H -9.491165 -5.474193 -8.941253 -0.3 -0.4 0.5 0.000
H -9.918787 -7.042795 -3.652538 -0.1 0.3 -0.1 -0.001
H -9.630065 -1.485509 6.441931 0.2 0.1 0.0 0.000
H -9.690017 -13.757811 -1.558907 -0.1 0.0 0.1 0.000
H -18.184298 -7.171769 -5.533586 0.2 0.1 0.2 0.000
H -8.701491 -9.118713 2.961113 0.2 -0.1 0.0 0.000
H -14.790563 -3.058582 -0.583221 0.1 0.2 -0.2 -0.001
H -10.117557 -10.419219 -5.989571 -0.2 0.5 -0.1 0.000
H -15.772817 -3.056482 0.833033 0.3 -0.1 0.3 0.000
H -14.216705 -1.749817 -5.916361 -0.3 0.0 0.0 0.000
H -8.470255 -10.484251 1.777414 0.6 -0.4 0.6 0.000
H -7.677313 -5.876264 -3.822753 0.1 -0.5 -1.0 0.000
H -10.753340 -5.710412 3.236924 0.0 0.4 0.2 0.002
H -8.288502 -6.664620 -9.465096 -0.6 -0.8 0.2 0.000
H -12.304991 -4.254597 -8.279005 -0.1 0.4 -0.1 0.000
H -3.645163 -6.611882 -7.485858 -0.4 0.0 0.0 0.000
H -19.510818 -1.554390 -2.115322 0.2 -0.6 -0.7 0.000
H -7.778404 -5.384318 -8.547140 -0.2 0.2 0.8 0.000
H -13.204088 -11.939391 1.712403 0.4 -0.6 -0.2 0.000
H -14.418382 -1.853739 0.716220 -0.1 -0.2 0.0 0.001
H -3.154611 -9.694084 3.475638 -0.2 0.2 0.1 0.000
H -18.246651 -5.858862 2.283960 1.5 0.1 0.3 0.000
H -0.330176 -7.968971 -2.230759 0.7 0.4 0.1 0.000
H -9.966133 -0.537560 -1.394613 -0.4 0.2 -0.2 0.000
H -7.164563 -5.452207 -0.092047 0.3 0.5 -0.5 0.000
H -8.386028 -10.560060 -6.110134 0.0 -0.2 0.1 0.000
H -8.537289 0.278831 -1.861310 0.6 -0.3 -0.1 0.000
H -15.280770 -9.812027 -1.101785 -0.5 -0.2 -0.3 0.004
H -11.872355 -11.291696 2.714552 -0.2 -0.1 0.1 0.000
H -8.745311 -10.406959 4.335638 0.2 -0.1 0.3 0.000
H -21.241598 -5.080871 -2.769059 0.3 -0.6 0.3 0.000
H -13.496726 -11.466340 -0.717690 0.5 -0.2 0.0 0.000
H -9.359388 -5.632743 2.159656 -0.1 0.6 0.0 -0.001
H -16.390312 -8.527910 -0.491236 0.4 0.0 0.1 0.015
H -8.319830 -12.632026 -1.525569 0.0 -0.2 0.1 0.000
H -8.272379 -8.878458 1.290427 0.1 0.3 0.0 0.000
H -4.460330 -7.615891 0.752186 0.2 -0.1 -0.2 0.000
H -3.608485 -4.939328 -6.919844 0.4 0.0 0.2 0.000
H -9.077588 -10.181834 6.066710 0.2 0.0 0.0 0.000
H -11.825818 -4.640925 -2.510983 0.0 0.2 -0.3 0.002
H -18.479415 -8.799332 -6.112994 0.2 0.1 -0.2 0.000
H -2.325372 -6.226174 -6.487483 -0.1 0.6 0.5 0.000
H -15.528988 -1.713338 -4.658368 0.0 -0.4 -0.3 0.000
H -11.104546 -1.436352 5.507875 -0.1 0.0 -0.1 0.000
H -17.107100 -5.932198 0.781004 -0.3 0.5 -0.1 0.006
H -4.750227 -10.480692 3.671204 0.2 -0.2 -0.1 0.000
```
Positions in Å, forces in eV/Å.

Output
M, g/mol: 1555.8
Total energy, Eh: -5737.1653
E_HOMO (alpha / beta), eV: -1.51 / -5.56
2S+1: 2
Total charge: -1
Kohn-Sham gap (alpha / beta), eV: 2.97 / 7.02